# 1
48
Properties=species:S:1:pos:R:3:lowdin_charge:R:1 method="wB97M-V/def2-TZVPD" multiplicity=1 total_charge=0 relative_energy_kcal_mol=0.0 smiles="NCCCC[Si@@H](F)S(=O)(=O)C(F)(F)C(F)(F)C(F)(F)F.COC[C@@H](C)N"
S -1.363 -3.201 -1.316 0.64
Si -0.853 -1.196 -2.138 0.57
F 0.102 -1.363 3.005 0.18
F -1.703 -2.443 1.491 0.15
F 1.721 -2.587 2.176 0.18
F -0.487 -3.996 2.404 0.17
F 1.034 -3.340 -0.335 0.10
F -0.277 -5.018 0.175 0.14
F 0.739 -1.069 0.936 0.15
F 0.681 -1.173 -2.523 -0.14
O -2.738 -3.238 -0.892 -0.32
O 4.333 2.736 -1.216 -0.19
O -1.024 -4.114 -2.382 -0.33
N 1.505 2.148 -1.555 0.05
N -4.295 -0.245 2.306 0.01
C 0.551 -1.986 1.902 -0.51
C 4.628 3.575 -0.116 -0.11
C -0.208 -3.683 0.072 -0.48
C -3.725 -0.062 -0.068 -0.21
C 2.311 1.449 -0.548 -0.43
C -0.503 -3.032 1.465 -0.37
C 3.806 1.467 -0.890 -0.20
C -2.833 0.574 -1.130 -0.25
C 1.970 2.003 0.833 -0.06
C -3.319 0.301 1.341 -0.29
C -1.346 0.203 -1.035 -0.27
H -3.816 -0.501 3.156 0.06
H -1.065 0.009 -0.007 0.05
H -3.782 -1.138 -0.160 0.09
H 3.949 0.860 -1.787 0.12
H 3.756 4.156 0.193 0.07
H 0.970 1.682 1.128 0.06
H -4.717 0.354 -0.208 0.11
H -2.908 1.649 -1.001 0.11
H 2.674 1.648 1.588 0.08
H 5.398 4.276 -0.437 0.09
H -3.235 1.382 1.442 0.11
H -0.732 1.050 -1.338 0.06
H -3.245 0.372 -2.113 0.09
H 1.970 3.092 0.849 0.07
H 2.007 0.397 -0.556 0.11
H 4.399 1.002 -0.091 0.12
H 1.635 1.691 -2.454 0.08
H -1.609 -1.157 -3.396 0.03
H -4.922 0.497 2.585 0.06
H 5.010 3.001 0.734 0.09
H -2.347 -0.106 1.599 0.08
H 1.903 3.074 -1.687 0.08


# 2
39
Properties=species:S:1:pos:R:3:lowdin_charge:R:1 method="wB97M-V/def2-TZVPD" multiplicity=1 total_charge=+1 relative_energy_kcal_mol=0.0 smiles="CCC(=O)OCC[N@+](F)(CC)CC(=O)N(C)C"
F -0.416 -2.858 0.693 0.10
O 4.103 1.148 1.665 0.18
O -2.392 -1.380 1.666 0.11
O 2.925 -0.326 0.465 -0.03
N -3.135 0.364 0.354 -0.14
N -0.107 -1.691 0.013 -0.19
C 2.024 -1.040 1.293 -0.14
C 0.548 -0.777 1.038 -0.02
C -1.380 -1.106 -0.502 0.00
C -2.381 -0.763 0.623 -0.45
C -3.794 0.359 -0.971 -0.04
C 2.439 2.095 0.248 -0.15
C 1.216 -1.000 -2.031 -0.03
C 3.223 0.972 0.878 -0.46
C 0.753 -2.144 -1.126 -0.11
C 3.380 3.103 -0.429 -0.07
C -4.098 0.651 1.432 -0.03
H -3.074 0.272 -1.784 0.08
H -4.593 1.593 1.190 0.10
H 3.852 3.751 0.307 0.09
H 4.141 2.602 -1.029 0.09
H 1.886 2.582 1.057 0.13
H -3.570 0.750 2.377 0.10
H 2.278 -1.109 -2.253 0.10
H 2.253 -2.100 1.160 0.14
H 1.579 -2.721 -0.712 0.13
H 2.227 -0.818 2.347 0.15
H 1.117 -0.027 -1.547 0.06
H 0.130 -2.846 -1.683 0.14
H -4.537 -0.442 -1.032 0.11
H -4.855 -0.134 1.508 0.11
H -0.012 -0.975 1.955 0.15
H 2.796 3.739 -1.100 0.08
H -1.799 -1.818 -1.217 0.16
H 0.328 0.246 0.734 0.14
H 0.639 -0.970 -2.955 0.09
H 1.730 1.708 -0.486 0.09
H -1.116 -0.197 -1.043 0.14
H -4.307 1.312 -1.104 0.10


# 3
38
Properties=species:S:1:pos:R:3:lowdin_charge:R:1 method="wB97M-V/def2-TZVPD" multiplicity=1 total_charge=0 relative_energy_kcal_mol=345.3
O -2.979 -0.301 2.567 0.05
O 0.682 -0.357 0.808 -0.06
O -1.969 -2.968 -0.919 -0.03
N -1.476 -0.319 0.012 0.10
N 1.627 1.997 -1.554 -0.22
C -1.976 -2.721 0.708 -0.06
C -1.951 -0.892 2.489 -0.44
C -0.070 0.084 -0.214 -0.68
C 0.398 -0.101 -1.450 -0.21
C -1.345 -1.512 1.143 -0.34
C 0.259 -1.733 1.218 0.01
C 2.522 2.833 -2.153 -0.18
C 1.657 0.468 -1.716 -0.14
C -0.165 1.763 0.039 -0.01
C 1.447 2.318 -0.090 -0.07
C 4.083 2.331 -1.523 -0.03
H 0.620 -2.493 0.422 0.15
H 2.886 2.297 -3.122 0.13
H -0.496 0.401 -2.117 0.20
H 2.307 0.109 -1.199 0.01
H 4.014 2.651 -0.507 0.04
H -0.360 1.969 1.219 0.14
H -1.886 -2.157 -1.115 -0.11
H -1.920 -3.654 1.153 0.09
H 1.326 3.394 -0.081 0.12
H -1.271 -0.327 2.888 0.07
H 2.049 1.609 0.357 0.08
H -1.817 -1.793 3.311 0.18
H 4.225 1.270 -1.635 0.05
H 2.300 3.772 -2.191 0.04
H -3.799 -0.867 2.378 0.17
H 4.684 2.858 -2.114 -0.01
H -2.256 0.524 0.591 0.23
H 0.578 -2.075 2.127 0.09
H 0.312 -1.262 -1.644 0.18
H 1.892 0.213 -2.934 0.20
H -3.268 -2.334 0.888 0.19
H -0.872 2.228 -0.607 0.08


# 4
38
Properties=species:S:1:pos:R:3:lowdin_charge:R:1 method="wB97M-V/def2-TZVPD" multiplicity=1 total_charge=0 relative_energy_kcal_mol=153.1
O 1.964 -2.737 0.069 0.12
O 3.944 -1.944 0.972 0.06
O 0.047 -1.561 -0.692 0.02
N 1.136 -0.032 0.510 0.08
N -0.829 1.036 1.926 0.03
C -2.700 0.858 -1.036 -0.12
C 2.386 -0.409 -0.077 -0.26
C 2.578 1.887 -0.041 -0.13
C 3.433 0.694 0.114 -0.34
C -2.697 0.134 0.238 -0.42
C -1.230 -0.059 0.964 -0.22
C -3.275 -1.262 0.108 -0.27
C 2.831 -1.777 0.416 -0.42
C 4.346 0.522 -1.268 -0.04
C -0.022 -0.625 0.181 -0.31
C -4.813 -1.037 -0.400 -0.13
H 1.823 2.007 -0.768 0.06
H 2.122 -0.523 -1.097 0.15
H -5.617 -1.897 0.108 0.11
H 1.155 -2.285 -0.277 -0.02
H 4.698 -0.599 -1.274 0.10
H 3.956 0.553 1.046 0.13
H -3.197 -1.900 1.065 0.12
H -2.262 1.862 -0.870 0.08
H 2.252 2.183 1.102 0.13
H 1.114 0.721 1.279 0.14
H -3.700 1.091 -1.338 0.03
H -5.076 0.253 -0.140 0.13
H 5.278 1.063 -0.817 0.10
H -3.256 0.834 1.021 0.16
H -2.237 0.187 -2.000 0.17
H -1.598 0.897 2.705 0.14
H -0.843 1.950 1.551 0.05
H -4.804 -1.017 -1.715 0.13
H 3.754 0.790 -2.173 0.08
H -1.363 -0.890 1.596 0.11
H 3.276 2.842 -0.441 0.14
H -2.574 -1.809 -0.546 0.10


# 5
38
Properties=species:S:1:pos:R:3:lowdin_charge:R:1 method="wB97M-V/def2-TZVPD" multiplicity=1 total_charge=0 relative_energy_kcal_mol=282.6
S 1.182 1.083 -3.401 1.01
N -2.851 3.923 -3.228 0.09
N -0.943 2.418 -3.177 0.07
N 0.283 3.556 -4.413 0.02
N -0.885 4.087 -4.403 0.02
C -1.558 3.549 -3.435 -0.48
C -0.073 -0.230 0.171 -0.29
C -0.956 -0.705 2.350 -0.24
C -0.524 -1.986 2.662 -0.36
C -0.076 0.238 1.549 -0.25
C 0.377 0.579 -0.908 -0.33
C 1.971 -2.312 2.238 -0.22
C 0.199 2.310 -3.849 -0.71
C 1.992 -3.751 1.852 -0.13
C 0.332 0.035 -2.287 -0.47
C 0.758 -1.984 3.271 -0.18
H -1.614 -0.397 -0.222 0.22
H -0.666 -2.510 1.804 0.10
H 0.199 -1.152 0.173 0.03
H 0.823 0.341 1.781 0.04
H 0.741 -0.804 -2.219 0.01
H -3.332 3.508 -2.390 0.11
H 1.076 -1.117 3.882 0.11
H -1.181 -2.426 3.373 0.12
H -0.884 -0.029 3.580 0.19
H 2.025 -1.796 1.456 0.00
H 2.654 -4.117 1.059 0.10
H 0.825 -3.006 4.066 0.18
H 1.153 -3.865 1.474 -0.04
H 1.908 -4.414 2.766 0.11
H 1.542 0.824 -0.370 0.20
H -0.995 4.944 -4.876 0.15
H -0.606 0.064 -2.706 0.05
H -2.195 -0.521 2.219 0.17
H 3.015 -2.277 2.845 0.15
H -0.404 1.239 1.457 0.12
H -0.041 1.741 -0.781 0.17
H -3.274 4.961 -3.360 0.16


# 6
36
Properties=species:S:1:pos:R:3:lowdin_charge:R:1 method="wB97M-V/def2-TZVPD" multiplicity=1 total_charge=+1 relative_energy_kcal_mol=9.7
O 1.817 -1.156 0.867 0.14
O -0.891 2.137 0.268 0.08
N -0.609 -0.104 0.189 -0.06
C -2.651 0.996 1.273 0.04
C 1.554 0.003 1.357 -0.19
C 2.047 0.753 -1.052 -0.19
C -1.654 -0.139 -2.081 -0.01
C 0.293 -1.647 -1.709 -0.07
C -1.336 1.049 0.568 -0.46
C 1.931 1.204 0.414 -0.06
C 0.766 0.854 -1.717 -0.16
C -0.305 -0.241 -1.298 -0.45
C 1.194 0.246 2.776 0.06
C -1.119 -1.413 0.664 -0.04
H -2.082 0.798 -1.991 0.05
H 1.289 2.031 0.539 0.10
H -2.396 -0.883 -1.673 0.10
H -1.444 -0.397 -3.219 0.14
H 0.598 -0.408 3.289 0.08
H 2.097 0.047 3.303 0.12
H 0.559 -1.635 -2.889 0.14
H -2.823 0.097 1.897 0.09
H 1.332 -1.912 -1.310 0.08
H 2.778 1.519 -1.495 0.16
H -0.103 -2.040 0.752 0.12
H 0.207 1.857 -1.490 0.15
H 1.812 -1.877 1.456 0.14
H -1.652 -1.916 -0.076 0.05
H -2.747 1.836 1.854 0.07
H 0.901 0.712 -2.860 0.16
H -1.681 -1.349 1.652 0.11
H -0.430 -2.523 -1.686 0.10
H 2.468 -0.247 -1.126 0.10
H 0.920 1.210 2.999 0.09
H -3.455 1.034 0.585 0.10
H 2.817 1.503 0.968 0.14